No. 1
DFT (ωB97M-V/def2-TZVPD) results for C32H82ClN21O41S2Si as an isolated structure.

Cartesian coordinates (Å):
C  10.06  -0.64  1.01
C  9.24  0.03  -0.11
O  8.34  -0.87  -0.72
C  8.88  -1.38  -1.93
C  8.16  -2.62  -2.38
O  6.76  -2.40  -2.60
Si  6.09  -3.09  -3.97
C  6.35  -2.10  -5.57
C  7.31  -0.89  -5.45
C  6.51  0.44  -5.44
C  6.70  1.27  -4.15
S  5.24  1.20  -3.12
O  4.29  2.21  -3.51
O  4.71  -0.13  -3.18
Cl  5.90  1.51  -1.23
C  4.24  -3.10  -3.70
C  3.72  -4.04  -2.60
S  2.94  -3.13  -1.25
C  1.39  -2.67  -1.85
N  0.52  -3.26  -2.63
N  -0.52  -2.37  -2.76
C  -0.26  -1.31  -2.08
O  0.95  -1.46  -1.48
C  6.63  -4.89  -4.27
N  7.25  -5.60  -3.13
C  8.66  -5.88  -3.31
H  9.64  -0.38  1.98
H  10.04  -1.72  0.92
H  11.09  -0.29  0.98
H  9.95  0.43  -0.84
H  8.70  0.90  0.29
H  9.92  -1.68  -1.74
H  8.92  -0.58  -2.69
H  8.25  -3.33  -1.56
H  8.65  -3.03  -3.26
H  5.38  -1.77  -5.93
H  6.76  -2.79  -6.32
H  7.99  -0.90  -6.31
H  7.95  -0.94  -4.57
H  5.45  0.27  -5.63
H  6.89  1.05  -6.26
H  7.53  0.89  -3.57
H  6.89  2.32  -4.37
H  3.84  -3.45  -4.65
H  3.88  -2.08  -3.59
H  4.53  -4.63  -2.17
H  3.01  -4.73  -3.04
H  -0.83  -0.41  -1.96
H  7.26  -4.93  -5.16
H  5.72  -5.44  -4.54
H  7.08  -5.12  -2.26
H  9.14  -5.24  -4.05
H  9.24  -5.77  -2.39
H  8.83  -6.91  -3.65
C  -2.21  3.09  -1.44
N  -2.18  1.61  -1.57
O  -2.12  1.11  -2.69
O  -2.19  0.95  -0.55
H  -2.19  3.52  -2.43
H  -3.12  3.35  -0.91
H  -1.33  3.37  -0.87
C  -2.24  7.47  -3.12
N  -2.71  6.11  -2.73
O  -3.16  5.39  -3.61
O  -2.60  5.80  -1.56
H  -2.40  7.59  -4.19
H  -2.82  8.18  -2.55
H  -1.19  7.53  -2.87
C  -0.38  -5.21  -0.16
N  -0.76  -6.51  0.46
O  -1.04  -7.44  -0.27
O  -0.77  -6.56  1.67
H  -0.42  -5.32  -1.24
H  -1.09  -4.47  0.18
H  0.63  -4.98  0.17
C  0.81  -1.05  -5.55
N  1.78  -2.02  -6.14
O  1.73  -3.17  -5.76
O  2.55  -1.59  -6.97
H  0.19  -1.57  -4.83
H  1.39  -0.26  -5.08
H  0.22  -0.66  -6.37
C  -6.26  3.63  1.83
N  -5.59  4.12  0.60
O  -6.24  4.78  -0.19
O  -4.42  3.82  0.45
H  -7.29  3.96  1.82
H  -6.21  2.55  1.82
H  -5.72  4.05  2.68
C  -1.96  2.20  2.13
N  -2.14  3.04  3.34
O  -3.26  3.22  3.75
O  -1.08  3.51  3.87
H  -2.94  1.87  1.79
H  -1.48  2.81  1.37
H  -1.34  1.36  2.41
C  1.88  0.29  0.58
N  1.90  1.78  0.61
O  0.88  2.37  0.30
O  2.94  2.30  0.95
H  0.89  -0.03  0.26
H  2.64  -0.04  -0.13
H  2.10  -0.07  1.58
C  0.50  -3.64  4.07
N  1.14  -3.00  2.90
O  1.26  -1.79  2.92
O  1.49  -3.71  1.98
H  0.23  -2.87  4.78
H  -0.39  -4.17  3.72
H  1.22  -4.33  4.49
C  2.31  4.57  -2.34
N  1.84  5.98  -2.40
O  0.76  6.19  -2.91
O  2.57  6.83  -1.93
H  1.56  3.93  -2.79
H  3.25  4.51  -2.88
H  2.45  4.32  -1.29
C  -1.90  -0.24  6.42
N  -1.54  -1.63  6.79
O  -1.24  -2.40  5.88
O  -1.57  -1.93  7.96
H  -1.83  -0.14  5.35
H  -2.91  -0.08  6.76
H  -1.20  0.42  6.92
C  -7.97  -0.87  2.52
N  -7.98  0.62  2.49
O  -7.93  1.17  1.41
O  -8.05  1.19  3.56
H  -7.91  -1.23  1.50
H  -7.10  -1.17  3.09
H  -8.89  -1.19  2.99
C  -5.15  -3.52  7.76
N  -5.47  -2.15  7.26
O  -6.53  -2.00  6.69
O  -4.65  -1.28  7.46
H  -5.96  -4.18  7.51
H  -4.23  -3.83  7.28
H  -5.02  -3.44  8.83
C  0.50  3.13  4.51
N  0.29  1.96  5.39
O  0.11  0.87  4.86
O  0.32  2.15  6.59
H  0.46  2.80  3.49
H  -0.36  3.91  4.75
H  1.49  3.54  4.75
C  -1.01  -10.65  -0.43
N  -0.83  -12.12  -0.29
O  -0.64  -12.76  -1.30
O  -0.90  -12.58  0.83
H  -0.93  -10.39  -1.48
H  -1.99  -10.40  -0.04
H  -0.23  -10.17  0.15
C  2.09  10.05  -1.15
N  1.60  11.46  -1.22
O  0.52  11.65  -1.73
O  2.32  12.31  -0.75
H  1.35  9.40  -1.60
H  3.03  10.01  -1.69
H  2.24  9.81  -0.10
C  -9.33  6.05  -0.14
N  -10.06  6.28  1.14
O  -9.84  7.31  1.75
O  -10.84  5.42  1.49
H  -8.68  6.90  -0.32
H  -8.76  5.14  -0.03
H  -10.07  5.96  -0.92
C  -9.00  -4.20  10.35
N  -7.58  -4.10  9.90
O  -6.94  -3.14  10.28
O  -7.16  -4.99  9.19
H  -9.22  -3.35  10.97
H  -9.62  -4.21  9.46
H  -9.10  -5.13  10.90
C  -10.28  3.45  -4.08
N  -9.58  4.30  -3.07
O  -8.99  5.28  -3.47
O  -9.64  3.94  -1.91
H  -10.14  3.89  -5.06
H  -9.86  2.46  -4.02
H  -11.34  3.44  -3.80

The value obtained for the total energy is -7047.3407 a.u. For the HOMO energy, the calculation gives -8.6 eV. Its HOMO-LUMO gap is 7.84 eV.

No. 2
DFT (ωB97M-V/def2-TZVPD) results for a 7-piece molecular cluster, C32H83N5O12 overall.

Cartesian coordinates (Å):
C  -1.53  -6.07  -0.82
O  -2.05  -5.99  -2.14
H  -0.51  -6.37  -1.03
H  -1.44  -5.07  -0.40
H  -2.19  -6.76  -0.29
H  -1.46  -5.35  -2.55
C  6.08  10.20  -0.08
O  7.05  10.94  0.69
H  5.80  10.75  -0.98
H  6.46  9.27  -0.50
H  5.17  9.96  0.47
H  7.75  10.38  1.04
C  -1.87  5.79  8.34
O  -1.47  4.99  7.24
C  -0.69  5.59  6.19
C  -1.51  6.61  5.39
N  -2.38  5.98  4.40
C  -3.25  7.10  3.75
C  -4.35  6.43  2.86
O  -5.35  5.96  3.76
C  -6.65  6.31  3.61
H  -2.65  6.50  8.06
H  -1.05  6.26  8.89
H  -2.23  5.14  9.14
H  -0.35  4.80  5.51
H  0.17  5.96  6.75
H  -0.74  7.20  4.90
H  -2.10  7.30  5.99
H  -2.99  5.49  5.05
H  -2.59  7.76  3.19
H  -3.63  7.74  4.55
H  -3.96  5.68  2.17
H  -4.78  7.22  2.24
H  -6.70  7.34  3.96
H  -7.23  5.66  4.27
H  -7.07  6.08  2.63
C  2.06  2.43  -1.28
O  1.88  1.42  -2.31
C  0.74  0.62  -2.23
C  0.83  -0.46  -3.34
N  1.90  -1.42  -3.06
C  2.24  -2.31  -4.12
C  2.84  -1.71  -5.36
O  1.62  -1.41  -6.08
C  1.77  -1.02  -7.39
H  3.03  2.91  -1.25
H  2.05  1.86  -0.35
H  1.23  3.13  -1.39
H  -0.15  1.25  -2.31
H  0.78  0.05  -1.30
H  0.93  0.01  -4.32
H  -0.09  -1.04  -3.26
H  2.76  -0.90  -2.91
H  1.45  -3.03  -4.30
H  3.13  -2.75  -3.68
H  3.42  -2.45  -5.91
H  3.37  -0.76  -5.30
H  2.30  -1.83  -7.90
H  2.20  -0.02  -7.45
H  0.74  -0.92  -7.72
C  -6.38  0.54  -5.76
O  -7.43  -0.10  -4.98
C  -8.27  -0.96  -5.78
C  -9.40  -1.53  -4.73
N  -10.60  -0.62  -4.70
C  -10.31  0.80  -4.65
C  -11.57  1.68  -4.51
O  -12.23  1.37  -3.28
C  -13.15  2.40  -2.82
H  -5.51  -0.05  -6.06
H  -6.01  1.26  -5.03
H  -6.71  1.02  -6.68
H  -7.73  -1.79  -6.24
H  -8.77  -0.43  -6.59
H  -8.85  -1.54  -3.79
H  -9.67  -2.52  -5.10
H  -11.17  -0.78  -3.89
H  -9.84  1.26  -5.52
H  -9.73  0.96  -3.74
H  -12.25  1.49  -5.34
H  -11.07  2.64  -4.56
H  -12.48  2.69  -2.01
H  -14.05  1.97  -2.38
H  -13.28  3.13  -3.62
C  3.35  -2.31  6.22
O  3.51  -3.38  5.31
C  2.39  -4.16  5.08
C  1.92  -5.03  6.27
N  0.97  -4.40  7.21
C  -0.24  -3.82  6.68
C  -0.96  -3.22  7.81
O  -1.34  -4.25  8.68
C  -2.38  -4.04  9.71
H  4.01  -1.45  6.08
H  3.59  -2.50  7.26
H  2.38  -1.82  6.16
H  2.77  -4.77  4.26
H  1.62  -3.53  4.63
H  2.66  -5.55  6.88
H  1.29  -5.77  5.77
H  0.76  -5.16  7.84
H  -0.76  -4.63  6.15
H  0.14  -3.10  5.96
H  -1.79  -2.55  7.58
H  -0.21  -2.66  8.38
H  -1.94  -4.06  10.70
H  -3.08  -4.88  9.75
H  -2.88  -3.08  9.66
C  7.85  -0.11  -3.15
O  8.27  -1.43  -3.12
C  9.11  -1.73  -1.99
C  9.10  -3.28  -1.70
N  9.69  -4.01  -2.80
C  9.14  -5.38  -2.76
C  9.99  -6.28  -3.73
O  9.73  -6.01  -5.10
C  10.70  -6.45  -6.08
H  8.61  0.46  -3.67
H  7.89  0.50  -2.25
H  6.85  0.02  -3.58
H  8.76  -1.20  -1.10
H  10.05  -1.31  -2.36
H  8.06  -3.53  -1.51
H  9.68  -3.50  -0.80
H  9.61  -3.45  -3.63
H  8.09  -5.53  -3.01
H  9.28  -5.80  -1.77
H  9.68  -7.27  -3.39
H  11.03  -6.09  -3.49
H  11.32  -5.66  -6.50
H  10.20  -6.94  -6.91
H  11.25  -7.25  -5.58

The value obtained for the total energy is -2445.1866 a.u. For the HOMO energy, the calculation gives -8.4 eV. As for the SMILES: COCCNCCOC.COCCNCCOC.COCCNCCOC.COCCNCCOC.COCCNCCOC.CO.CO. The relative energy (zero: lowest compared OMol25 entry of this formula, charge and spin) comes out at 5.889 eV. Its HOMO-LUMO gap is 8.98 eV.

No. 3
DFT (ωB97M-V/def2-TZVPD) results for a 13-piece molecular cluster, C32H84B2F20N7O19S4 overall.

Cartesian coordinates (Å):
C  -18.16  -16.19  -6.80
C  -19.48  -16.74  -7.42
C  -19.19  -17.50  -8.71
O  -20.36  -18.13  -9.20
C  -20.17  -18.64  -10.49
N  -20.15  -17.68  -6.45
H  -19.95  -18.68  -6.64
H  -19.85  -17.49  -5.50
H  -21.13  -17.55  -6.48
H  -17.74  -15.46  -7.48
H  -17.58  -17.01  -6.52
H  -18.22  -15.65  -5.84
H  -20.17  -15.90  -7.52
H  -18.35  -18.18  -8.57
H  -18.71  -16.80  -9.49
H  -21.06  -19.21  -10.74
H  -19.29  -19.25  -10.53
H  -20.09  -17.77  -11.15
C  -24.41  -20.21  -4.37
C  -24.81  -19.12  -5.36
C  -26.33  -19.09  -5.55
O  -26.89  -18.14  -6.51
C  -26.64  -18.53  -7.85
N  -24.39  -17.77  -4.82
H  -24.92  -17.65  -3.92
H  -23.42  -17.68  -4.58
H  -24.72  -17.07  -5.48
H  -23.51  -20.70  -4.66
H  -25.18  -20.98  -4.37
H  -24.29  -19.82  -3.34
H  -24.34  -19.28  -6.40
H  -26.72  -18.83  -4.55
H  -26.67  -20.11  -5.84
H  -25.62  -18.71  -8.11
H  -26.93  -17.65  -8.38
H  -27.19  -19.40  -8.23
C  -27.64  -14.66  -6.74
C  -28.26  -13.44  -5.94
C  -29.52  -12.89  -6.65
O  -30.31  -12.17  -5.69
C  -29.78  -10.88  -5.38
N  -28.83  -13.90  -4.58
H  -28.27  -13.36  -3.84
H  -29.83  -13.48  -4.57
H  -28.76  -14.89  -4.43
H  -28.48  -15.27  -7.13
H  -26.98  -15.32  -6.08
H  -27.12  -14.23  -7.61
H  -27.55  -12.64  -5.73
H  -30.23  -13.61  -7.20
H  -29.22  -12.12  -7.40
H  -30.43  -10.45  -4.66
H  -29.80  -10.24  -6.35
H  -28.78  -10.77  -4.90
C  -26.90  -17.97  1.31
C  -25.66  -17.08  1.19
C  -24.49  -17.66  0.35
O  -23.27  -17.59  1.00
C  -22.11  -17.92  0.24
N  -25.95  -15.69  0.74
H  -26.17  -15.62  -0.23
H  -26.89  -15.40  1.12
H  -25.21  -15.00  0.97
H  -27.56  -17.78  0.40
H  -27.51  -17.59  2.16
H  -26.67  -19.06  1.51
H  -25.20  -17.02  2.13
H  -24.59  -17.09  -0.57
H  -24.56  -18.72  0.04
H  -21.35  -18.04  0.96
H  -21.90  -17.14  -0.51
H  -22.29  -18.82  -0.38
C  -19.24  -10.86  -6.79
C  -19.78  -11.71  -7.99
C  -19.33  -13.14  -7.79
O  -19.65  -13.92  -8.90
C  -18.86  -13.86  -10.09
N  -21.28  -11.72  -8.19
H  -21.77  -11.79  -7.31
H  -21.55  -10.83  -8.58
H  -21.61  -12.55  -8.78
H  -19.18  -11.41  -5.84
H  -19.80  -9.96  -6.61
H  -18.26  -10.57  -7.06
H  -19.38  -11.30  -8.92
H  -19.74  -13.57  -6.93
H  -18.23  -13.09  -7.60
H  -19.02  -14.78  -10.58
H  -17.80  -13.81  -9.88
H  -19.24  -13.05  -10.75
C  -22.48  -9.54  -1.50
C  -23.08  -8.75  -0.35
C  -23.62  -7.36  -0.71
O  -24.59  -7.06  0.19
C  -24.96  -5.70  0.26
N  -24.16  -9.64  0.31
H  -24.64  -9.11  0.98
H  -24.83  -10.00  -0.39
H  -23.80  -10.50  0.79
H  -21.79  -8.86  -2.02
H  -23.27  -9.97  -2.20
H  -21.98  -10.40  -1.10
H  -22.32  -8.56  0.42
H  -24.09  -7.34  -1.75
H  -22.83  -6.60  -0.75
H  -25.14  -5.44  -0.76
H  -24.09  -5.16  0.67
H  -25.80  -5.57  0.85
C  -22.70  -14.76  -3.02
C  -22.58  -13.26  -3.11
C  -21.25  -12.76  -3.89
O  -20.02  -13.22  -3.41
C  -19.47  -12.27  -2.55
N  -23.67  -12.73  -3.97
H  -23.44  -11.92  -4.56
H  -24.09  -13.46  -4.58
H  -24.33  -12.25  -3.32
H  -23.46  -15.09  -2.26
H  -21.75  -15.29  -2.74
H  -23.15  -15.19  -3.96
H  -22.73  -12.79  -2.15
H  -21.31  -11.65  -4.03
H  -21.33  -13.21  -4.88
H  -18.81  -11.48  -3.09
H  -18.94  -12.89  -1.80
H  -20.18  -11.62  -2.12
B  -26.75  -16.46  -2.73
F  -27.18  -16.22  -1.42
F  -26.02  -17.70  -2.72
F  -27.77  -16.51  -3.71
F  -25.81  -15.48  -3.07
B  -21.21  -18.42  -3.40
F  -21.80  -18.91  -4.61
F  -20.64  -19.34  -2.61
F  -20.16  -17.43  -3.83
F  -22.32  -17.64  -2.81
C  -24.02  -15.15  -8.92
F  -23.15  -15.76  -9.70
F  -24.07  -13.87  -9.30
F  -25.26  -15.58  -9.07
S  -23.27  -15.21  -7.19
O  -22.85  -16.57  -6.99
O  -22.22  -14.26  -7.43
O  -24.39  -14.84  -6.29
C  -24.69  -8.87  -6.37
F  -24.78  -7.58  -6.26
F  -25.57  -9.44  -5.51
F  -25.12  -9.06  -7.61
S  -22.95  -9.49  -6.17
O  -23.07  -10.94  -6.00
O  -22.12  -9.24  -7.37
O  -22.64  -8.74  -4.97
C  -21.58  -13.59  0.86
F  -20.72  -12.63  0.37
F  -21.64  -14.62  -0.02
F  -21.07  -14.04  1.98
S  -23.18  -12.86  1.22
O  -23.67  -12.26  -0.04
O  -24.03  -13.90  1.82
O  -22.78  -11.92  2.29
C  -28.01  -10.10  -2.03
F  -29.28  -10.63  -1.93
F  -28.06  -9.35  -3.12
F  -27.86  -9.28  -0.98
S  -26.78  -11.51  -1.91
O  -27.25  -12.33  -3.01
O  -25.46  -10.99  -2.28
O  -27.05  -11.89  -0.53

The charge is +1. The value obtained for the total energy is -6722.5606 a.u. For the HOMO energy, the calculation gives -11.3 eV. The relative energy (zero: lowest compared OMol25 entry of this formula, charge and spin) comes out at 0.000 eV. Its HOMO-LUMO gap is 9.69 eV.